DFT (ωB97M-V/def2-TZVPD) results for 2 unconnected molecules or ions with the total composition C2H4N at a distorted geometry.

Output
charge	+1
energy above the lowest of the compared OMol25 structures with the same formula, charge and spin	100.5	kcal per mole
Kohn-Sham gap (spin up / spin down)	10.60 / 7.59	eV

Each line ends with the natural charge from an NBO analysis.
Geometry (Å):
C1 0.25372 -1.72499 -0.40087  0.434
C2 0.08195 0.69966 -0.14963  -0.017
N1 0.21046 -0.57296 -0.32289  -0.261
H1 0.43705 -2.83389 -0.45866  0.331
H2 -1.15403 2.15941 1.90634  0.032
H3 0.96735 1.14750 -0.01070  0.231
H4 -0.79651 1.12527 -0.56359  0.251

Atomic forces in eV per Å
0.7 -1.1 0.0
-2.1 0.0 -0.8
-0.4 -3.1 0.1
-0.4 1.5 0.0
0.1 -0.1 -0.1
2.8 2.2 0.8
-0.6 0.6 0.0